[1]
17
Properties=species:S:1:pos:R:3:forces:R:3:mulliken_charge:R:1 method="wB97M-V/def2-TZVPD" gap_ev=9.4 homo_energy_ev=-8.559 de_lowest_kcal_mol=38.87
H 2.3447 -0.2961 -0.1522 0.426 0.095 -0.497 0.282
C -0.7571 0.8352 -0.9886 -0.554 0.268 0.009 -1.062
H -2.1936 -0.8166 1.2732 0.639 -0.090 -0.165 0.354
C -0.0389 -0.8441 0.7157 -0.478 -0.068 0.443 -0.035
H 1.5924 1.4576 1.3230 -0.565 -0.264 -0.218 0.270
N 0.6619 1.5248 0.8907 1.000 -1.135 0.711 -0.721
H 0.2515 -0.8620 1.7854 0.109 -0.084 -0.474 0.281
H 0.6547 2.3749 0.4215 -0.081 1.965 -0.933 0.235
H 1.5187 -0.4434 -1.7637 -0.077 -0.065 -0.036 0.261
H -1.5911 -2.3050 0.5326 -0.009 -0.530 0.024 0.428
O 0.8047 -1.6192 -0.1392 -0.021 -0.563 -0.077 -0.422
C 0.3679 0.4514 -0.0264 -1.586 -0.323 0.671 0.939
C 1.3975 -0.4415 -0.6820 1.256 0.049 0.779 -0.633
H -0.3276 1.1048 -1.9627 -0.318 -0.439 0.015 0.437
H -1.2737 1.7580 -0.6487 0.023 -0.749 0.089 0.401
C -1.4904 -1.2342 0.5270 -0.282 0.670 0.422 -0.816
S -1.9217 -0.6448 -1.1055 0.517 1.263 -0.763 -0.199

=====

[2]
72
Properties=species:S:1:pos:R:3:forces:R:3:mulliken_spin:R:1 method="wB97M-V/def2-TZVPD" s_squared=6.07 gap_ev="6.2 / 7.0" homo_energy_ev="-2.356 / -3.177" charge=-2 multiplicity=5 de_lowest_kcal_mol=40.63
H -3.1330 2.3609 -1.0949 0.032 -0.057 0.009 0.000
H 0.1857 0.3942 5.7625 -0.002 0.004 -0.039 0.000
H -5.1904 2.2642 -0.1364 -0.031 -0.029 -0.041 0.000
H 4.3130 1.8124 3.9246 -0.027 -0.041 -0.020 -0.001
H -5.3572 0.3617 -3.3672 -0.022 -0.019 0.031 0.000
C 3.5032 4.5843 -0.4152 -0.028 -0.080 0.053 0.001
H -5.2870 2.4302 -1.8962 -0.010 -0.039 0.056 0.000
H -5.2262 -0.0862 0.9165 -0.036 -0.010 -0.039 0.000
C -5.7350 -0.1907 -2.5029 -0.016 -0.018 -0.056 0.000
C 3.2913 -2.7927 -0.2271 0.029 -0.150 0.090 0.061
C 2.3743 1.0531 4.3773 -0.112 -0.039 0.027 0.032
H -5.4282 -1.5025 -0.1165 -0.004 0.060 0.007 0.000
H -1.4914 -4.6432 -0.8489 -0.015 0.069 0.012 0.000
C -3.6059 0.2587 -1.2481 -0.046 0.050 0.053 0.004
S 5.6606 1.0199 -0.6974 -0.589 0.016 -0.118 0.222
F 3.4687 4.6103 0.9148 -0.015 0.047 0.057 0.000
H -6.8279 -0.1083 -2.4871 0.044 -0.008 0.002 0.000
S 3.8487 -4.3205 -0.1428 -0.040 0.062 -0.025 0.040
H -1.8954 -1.4824 2.5133 0.032 -0.011 0.005 0.001
H -2.8704 -3.5654 -0.5680 0.059 -0.009 0.004 0.000
O 3.8161 3.0663 -2.5111 -0.109 0.109 0.202 0.003
C 3.3527 0.9772 2.1789 -0.020 0.044 0.074 -0.015
H -1.4457 -4.0808 -3.2829 -0.007 0.044 0.003 0.000
C 7.3213 1.3958 0.8198 -0.100 0.161 -0.096 0.538
H -6.6879 1.8458 -0.9841 0.033 0.006 -0.010 0.000
C 2.2572 0.3673 1.6192 0.126 0.027 -0.073 -0.189
S 3.7860 2.9068 -1.0809 -0.110 -0.368 0.076 -0.015
H 0.7575 -2.7456 -0.7214 0.006 0.003 0.004 0.007
H -1.8120 -0.7663 4.9092 0.016 0.010 -0.027 -0.001
F 8.2175 0.4107 0.6693 0.093 -0.079 0.047 0.024
C -2.7558 1.3481 -1.1539 -0.078 -0.029 -0.044 -0.005
C -1.6096 -1.1957 -1.3730 -0.163 -0.109 -0.013 0.000
O 2.5444 2.2334 -0.5746 0.564 0.162 -0.249 -0.018
C -1.7783 -3.6125 -0.6124 -0.058 0.030 -0.007 0.001
H -1.3851 -3.3753 0.3787 -0.006 0.019 -0.015 0.000
O 4.2977 0.3876 -1.1742 0.175 -0.372 0.306 0.154
C -1.0263 -0.9551 2.8919 -0.004 0.038 0.107 0.008
H -0.0002 -1.0114 1.0297 -0.022 -0.013 -0.072 -0.008
C -5.6710 -0.4416 -0.0166 0.020 -0.027 0.041 0.000
H -1.3126 -2.3976 -3.8233 -0.020 -0.029 0.038 0.000
H -6.7608 -0.3445 0.0551 0.056 -0.015 -0.012 0.000
O 6.5552 1.0232 -1.8470 -0.026 0.033 0.080 0.027
C -0.9809 -0.5481 4.2467 0.011 -0.056 -0.107 -0.007
Cr 2.4415 0.1685 -0.4288 -0.164 0.717 0.174 3.195
C -5.5958 1.8145 -1.0464 0.015 0.056 -0.013 0.000
H -5.4766 -1.2434 -2.6409 -0.005 0.052 0.006 0.000
C 0.1241 0.0993 4.7184 0.063 0.014 -0.035 0.006
N 5.1058 2.5608 -0.3322 -0.303 -0.095 -0.422 0.034
F 4.4593 5.4142 -0.8330 0.080 0.186 0.008 0.000
F 2.3309 5.0362 -0.8748 -0.102 0.150 -0.001 0.000
C -1.3841 1.1704 -1.1342 0.026 -0.020 0.113 0.005
O 0.5624 -0.2285 -0.9737 -0.031 0.370 -0.275 0.032
H 0.4961 -3.9375 -1.9952 0.003 0.030 0.020 0.000
C 0.3103 -2.9005 -1.6967 0.102 -0.017 -0.051 -0.008
C -1.7359 -3.0499 -3.0545 0.006 0.001 -0.026 0.001
C -0.7296 -0.0866 -1.1500 0.074 -0.141 0.023 0.009
C -1.1920 -2.6582 -1.6676 0.005 0.119 0.024 0.002
C -5.1324 0.3662 -1.2068 0.097 0.001 0.003 0.001
H 2.4021 1.3306 5.4270 -0.012 -0.017 -0.023 0.002
H 4.2043 1.2522 1.5711 -0.008 0.020 -0.052 0.018
N 2.8589 -1.7109 -0.2824 0.114 -0.705 0.070 -0.100
H -2.8241 -2.9828 -3.1186 0.014 0.010 0.020 0.000
C 1.2232 0.3998 3.8688 -0.033 -0.010 0.035 -0.015
C 3.4225 1.3172 3.5507 0.052 0.012 -0.098 -0.019
F 7.9816 2.5652 0.7190 0.054 -0.032 0.034 0.038
Br -0.3623 2.7513 -1.0570 0.145 0.109 0.068 0.000
C -2.9876 -0.9756 -1.3816 0.104 -0.160 -0.019 -0.003
C 0.0192 -0.6825 2.0560 0.126 0.085 -0.009 -0.024
F 6.8339 1.3167 2.0713 0.010 -0.004 0.091 0.020
H -3.6255 -1.8445 -1.5087 0.033 0.006 0.005 0.000
H 0.8228 -2.2398 -2.3968 -0.036 -0.049 0.038 0.000
C 1.1699 0.0318 2.4943 -0.010 -0.078 -0.029 -0.058